DFT (ωB97M-V/def2-TZVPD) results for a cluster of 2 separate species, H4OS in total at a distorted geometry.

Output
Energy above the lowest of the compared OMol25 structures with the same formula, charge and spin in kcal per mole: 2.8
LUMO in eV: 0.9
E_HOMO in eV: -9.8

```
! RIJCOSX wB97M-V def2-TZVPD def2/J DEFGRID3
* xyz 0 1
O -2.6979 -2.0902 -0.3000
H -2.5791 -2.4105 0.6228
H -2.4608 -2.8618 -0.8628
S 2.9724 2.3390 0.6483
H 2.9206 3.2744 -0.3182
H 1.8447 1.7492 0.2100
*
```